1.
16
Properties=species:S:1:pos:R:3:forces:R:3 method="wB97M-V/def2-TZVPD" e_above_lowest_kj_mol=453.2 charge=+1 energy_ev=-9311.3190 multiplicity=1 gap_ev=8.85 homo_ev=-14.2
C 2.634684 0.313525 0.140775 -0.252 1.883 -2.208
C -0.926163 -0.189319 -0.029464 0.973 -1.020 0.992
C -1.596253 0.826851 -0.885728 -0.300 -1.249 -1.229
C -1.697532 -1.281817 0.595372 0.127 0.429 1.401
N 2.933314 -0.175676 1.211335 -1.893 -1.443 1.654
N 1.266061 0.504964 -0.321172 1.793 0.520 -0.738
O 0.316116 -0.245496 0.328243 -1.456 0.834 -0.804
H 3.332982 0.756275 -0.610355 -0.651 -0.385 0.226
H -1.130712 1.763195 -0.714040 0.207 1.187 0.023
H -2.667550 0.823517 -0.641468 0.454 0.241 0.213
H -1.617757 0.632291 -2.017901 0.616 -0.087 1.536
H -1.600281 -2.160887 0.007972 -0.006 -0.865 -0.957
H -2.702821 -0.952132 0.614600 -1.188 -0.125 -0.013
H -1.435185 -1.628528 1.624840 0.352 0.760 -0.778
H 3.864438 -0.419828 1.403530 1.536 0.131 0.104
H 1.026656 1.433065 -0.706536 -0.311 -0.812 0.577

---

2.
16
Properties=species:S:1:pos:R:3:forces:R:3 method="wB97M-V/def2-TZVPD" e_above_lowest_kj_mol=609.3 charge=+1 energy_ev=-9309.7013 multiplicity=1 gap_ev="8.00 / 6.43" homo_ev="-11.5 / -10.7"
C 2.741718 -0.296507 -0.043326 -2.171 -0.890 0.321
C -0.931594 0.891872 0.479671 -0.579 -0.045 -0.541
C -0.203438 0.224382 -0.570732 2.766 0.055 -1.815
C -0.923265 -0.579887 0.413038 -2.871 2.397 -4.431
N 3.098642 0.957127 -0.079051 0.854 -2.244 0.492
N -2.302912 -1.043575 -0.130744 -0.474 0.884 0.076
O 2.934685 -1.406092 0.219668 0.181 0.703 -0.246
H -0.465776 1.316446 1.261213 2.122 1.316 2.748
H -1.788168 1.492427 0.343129 -1.544 0.173 -0.670
H -0.346000 0.403891 -1.678401 -0.147 -0.762 1.529
H -0.555122 -1.224291 1.071335 1.471 -2.660 2.687
H 2.406806 1.502111 -0.540998 0.152 1.234 -0.369
H 4.118792 0.984948 0.040929 -0.343 1.383 -0.371
H -2.624686 -0.328158 -0.862545 0.803 -1.390 1.048
H -2.995981 -0.910592 0.669149 0.756 -1.270 -1.393
H -2.163706 -1.984097 -0.592332 -0.976 1.117 0.935

---

3.
16
Properties=species:S:1:pos:R:3:forces:R:3 method="wB97M-V/def2-TZVPD" e_above_lowest_kj_mol=287.3 charge=+1 energy_ev=-9307.7393 multiplicity=3 gap_ev="6.16 / 9.05" homo_ev="-9.6 / -15.0"
C -0.146861 2.489618 1.635079 -0.812 9.221 0.124
C 0.179073 1.229864 1.363178 1.044 -6.637 -2.003
C 0.470407 -1.986218 -0.304935 1.316 -3.967 1.544
C -1.050546 -0.843516 -1.805061 0.550 -2.002 -1.042
N 0.864039 -2.985765 0.234805 -4.125 6.271 -2.654
N -0.022219 -0.959218 -0.824194 1.392 1.718 2.274
O 1.068456 0.972315 0.359691 0.755 0.016 -0.586
H -0.830828 2.737847 2.356363 -1.532 0.142 1.810
H 0.023351 3.385770 1.013759 0.326 -0.909 -0.007
H 0.142353 0.470594 2.076999 0.272 -1.149 0.987
H -1.025815 0.157967 -2.129490 -0.394 0.862 -0.804
H -1.972905 -1.203447 -1.460652 -1.558 0.275 0.983
H -0.827174 -1.607376 -2.540481 0.179 0.532 -0.972
H 1.479399 -3.622555 0.538197 2.705 -2.710 0.970
H 1.292492 1.732080 -0.199400 -0.048 0.277 0.294
H 0.356776 0.032040 -0.313856 -0.072 -1.940 -0.918

---

4.
16
Properties=species:S:1:pos:R:3:forces:R:3 method="wB97M-V/def2-TZVPD" e_above_lowest_kj_mol=409.6 charge=+1 energy_ev=-9306.4720 multiplicity=3 gap_ev="5.45 / 5.48" homo_ev="-10.1 / -14.8"
C -1.432117 0.431211 -0.308456 -1.183 0.080 -2.103
C -0.150256 -0.345423 -0.758156 0.271 -2.216 0.156
C 1.623704 0.358717 0.481481 6.475 5.859 0.014
C 0.282143 -1.367320 1.463459 2.024 0.367 0.619
N -1.767432 1.501991 -0.919376 2.656 0.068 -0.162
N 0.690038 -0.469003 0.385088 -5.452 -5.383 -0.246
O -0.893314 1.950701 -1.901543 -0.829 -2.182 0.567
H -2.133652 -0.141575 0.317131 0.176 0.752 -0.127
H -0.529204 -1.438034 -1.091502 0.484 2.471 0.567
H 0.462647 0.142360 -1.554391 -1.125 -0.294 0.502
H 2.177338 0.516063 1.390918 -0.044 0.012 0.027
H 1.858425 0.900558 -0.436741 0.455 0.005 0.636
H -0.641617 -1.649086 1.045198 -1.740 -0.834 1.334
H 0.886509 -2.266946 1.624444 0.308 -0.238 -1.158
H 0.513737 -0.967919 2.505084 -1.563 0.453 -1.263
H -0.946949 2.843706 -2.242636 -0.913 1.079 0.638

---

5.
17
Properties=species:S:1:pos:R:3:forces:R:3 method="wB97M-V/def2-TZVPD" e_above_lowest_kj_mol=790.9 charge=-1 energy_ev=-11362.9679 multiplicity=1 gap_ev=3.78 homo_ev=-3.8
N 2.350792 -1.375232 0.500172 -1.501 -0.401 -0.439
C 1.025500 -1.160661 0.074036 0.383 0.218 -1.517
C 0.637497 0.156768 -0.306898 1.691 0.179 1.143
N -0.497251 0.753503 -0.470722 -0.198 -0.983 0.929
C -1.600500 -0.023801 0.126125 -0.098 1.232 -0.654
C -2.925157 0.618431 -0.232256 -0.647 0.079 -0.683
O -3.925849 -0.240139 -0.019328 0.154 0.292 0.064
O 4.069608 1.194420 0.129356 -0.671 -0.689 -0.091
H 4.879558 0.700990 0.311209 -0.071 0.007 -0.046
H 2.874513 -0.627362 0.009174 1.017 0.845 0.850
H 2.391543 -1.194617 1.499422 0.525 0.136 -0.029
H 0.540449 -2.002393 -0.422519 -0.444 -0.184 0.690
H 1.606325 0.732309 -0.250396 -0.628 0.458 -0.687
H -1.574795 -1.053352 -0.261553 -0.126 -0.096 0.118
H -1.522455 -0.032560 1.215830 0.292 -0.223 -0.005
H -3.026843 1.637787 0.230933 0.141 -0.240 0.667
H -2.840964 1.034772 -1.279316 0.181 -0.629 -0.311

---

6.
17
Properties=species:S:1:pos:R:3:forces:R:3 method="wB97M-V/def2-TZVPD" e_above_lowest_kj_mol=39.8 charge=0 energy_ev=-11366.9959 multiplicity=2 gap_ev="10.11 / 7.35" homo_ev="-9.4 / -9.4"
O -2.511817 -0.756554 -0.553475 -0.400 -0.145 0.044
C -1.339934 -0.465064 -0.599812 0.024 0.059 -0.198
N -0.559336 -0.893905 -1.641961 0.260 0.119 -0.281
C -0.704151 0.213572 0.617729 -0.311 -0.388 0.136
C -0.140285 -0.929710 1.488868 0.319 0.567 -0.263
N 0.226638 1.297087 0.373888 0.772 0.244 -0.401
C 1.385688 1.125515 -0.496755 -0.878 0.281 0.056
O 2.453390 1.817998 -0.108852 0.283 -0.040 -0.022
H -1.035608 -1.346139 -2.412551 -0.096 0.147 0.274
H 0.282240 -0.409033 -1.895571 -0.033 -0.095 0.067
H -1.585382 0.659529 1.088359 0.241 -0.119 0.150
H -0.894926 -1.704923 1.655441 0.292 0.140 0.135
H 0.741147 -1.333789 0.990668 -0.118 -0.378 -0.129
H 0.257621 -0.502118 2.409653 -0.383 -0.130 0.270
H 0.654144 1.653467 1.220137 -0.512 -0.007 0.362
H 1.670442 0.069586 -0.636122 0.278 -0.171 0.013
H 1.100130 1.504480 -1.499644 0.262 -0.085 -0.213

---

7.
18
Properties=species:S:1:pos:R:3:forces:R:3 method="wB97M-V/def2-TZVPD" e_above_lowest_kj_mol=418.4 charge=+1 energy_ev=-22192.5280 multiplicity=1 gap_ev=9.56 homo_ev=-14.5
C 1.693617 0.197394 0.344064 -1.051 0.558 -0.540
C 0.507836 0.155265 -0.265778 1.007 1.782 -1.332
C -1.769271 0.059263 1.069022 -2.178 0.033 -1.226
C 0.156524 0.619178 -1.722411 -1.739 0.704 1.389
N 1.786865 0.051266 1.826703 0.727 0.006 -1.269
N -0.620600 -0.460396 0.293329 -1.428 -3.688 0.474
O 0.854967 -0.560627 2.369923 1.440 0.710 0.232
O 2.768590 0.584632 2.301697 -1.480 -0.916 0.275
S -0.813845 -0.690104 -2.509153 1.612 -0.349 -2.235
H 2.546683 0.502315 -0.250294 0.300 0.104 0.785
H -1.558393 0.310592 2.102787 0.272 0.507 -0.299
H -2.250341 0.787274 0.384233 0.331 0.368 1.175
H -2.547087 -0.762940 1.064485 1.120 0.589 0.185
H 0.919589 1.012757 -2.370066 0.560 -0.112 0.153
H -0.650968 1.426027 -1.680459 1.322 -0.580 0.516
H -1.098251 -0.859161 -0.654600 1.074 -0.253 1.943
H -0.245430 -1.238629 0.911593 -0.489 0.733 -1.007
H 0.319517 -1.134105 -3.215074 -1.399 -0.195 0.781

---

8.
17
Properties=species:S:1:pos:R:3:forces:R:3 method="wB97M-V/def2-TZVPD" e_above_lowest_kj_mol=174.2 charge=0 energy_ev=-18604.9878 multiplicity=3 gap_ev="7.46 / 7.54" homo_ev="-6.5 / -8.8"
C -1.083411 0.542812 -0.956354 -0.663 -0.958 0.361
C -1.590607 1.702809 -0.235848 -0.357 1.156 -0.290
C 1.084927 -1.614738 -0.781870 0.363 0.302 0.074
C 0.566324 -0.729415 0.305335 0.954 0.006 0.515
N 2.327459 0.711795 0.371330 1.256 -0.061 -0.233
N 1.124949 0.408850 0.668566 -0.862 -0.624 0.597
O -1.133942 0.069758 -2.028887 -0.237 0.612 -0.902
P -0.987814 -1.137990 1.156523 -0.064 -0.259 -0.149
H -2.272540 1.357272 0.542271 0.019 -0.016 -0.103
H -0.756734 2.199834 0.259696 -0.038 -0.031 -0.022
H -2.107092 2.390457 -0.907621 -0.112 0.227 0.011
H 0.662629 -1.339557 -1.753989 0.047 -0.063 0.184
H 0.843868 -2.656919 -0.585663 -0.050 -0.066 0.026
H 2.167486 -1.478479 -0.828232 0.002 -0.091 -0.066
H 2.487988 1.696236 0.615015 -0.310 -0.088 -0.304
H -0.452302 -2.037089 2.095420 0.194 -0.410 0.105
H -0.881188 -0.085636 2.064307 -0.141 0.364 0.196

---

9.
17
Properties=species:S:1:pos:R:3:forces:R:3 method="wB97M-V/def2-TZVPD" e_above_lowest_kj_mol=256.4 charge=+1 energy_ev=-20148.5435 multiplicity=1 smiles="CS[C@H]1NC(=O)C[NH2+]1" gap_ev=10.09 homo_ev=-13.9
C 0.052550 0.602072 -2.102591 -1.818 -2.699 -0.986
C -1.047252 -0.514061 -1.815966 1.264 -2.961 -0.225
C -0.103518 0.149739 0.338808 1.716 1.568 -2.821
C 1.365795 -0.106713 2.605400 0.949 1.568 -2.913
N 0.538214 0.929936 -0.927310 -1.935 -1.414 3.632
N -1.369644 -0.425988 -0.329823 -1.780 3.571 0.811
O 0.364889 0.856906 -3.226068 0.168 0.606 0.015
S 0.979807 -1.099229 1.049620 -0.581 0.954 0.446
H -1.831287 -0.626264 -2.626919 0.334 0.586 1.672
H -0.557037 -1.544682 -1.733961 -0.002 1.377 -1.207
H -0.312503 0.872516 1.133696 -0.474 -0.171 -0.557
H 0.786412 -0.456008 3.395088 -0.816 -0.513 1.404
H 1.172426 1.023227 2.367475 0.611 -2.195 0.649
H 2.436949 -0.318456 2.681889 -0.299 0.402 0.570
H 1.285340 1.556704 -0.844349 1.253 0.895 0.466
H -2.158839 0.330796 -0.261041 1.578 -1.750 0.373
H -1.602302 -1.230495 0.296050 -0.167 0.176 -1.329

---

10.
16
Properties=species:S:1:pos:R:3:forces:R:3 method="wB97M-V/def2-TZVPD" e_above_lowest_kj_mol=352.2 charge=+1 energy_ev=-18099.8761 multiplicity=1 smiles=C1CN2S[C@H]2C[NH2+]1 gap_ev=8.69 homo_ev=-12.5
C -0.272376 -1.558680 -0.417882 3.959 3.687 -1.364
C 0.560539 -0.933066 0.751343 -2.308 -0.129 -0.021
C 0.127494 1.455613 -0.053083 0.596 0.862 -3.113
C -1.095910 0.750927 -0.602969 -1.934 2.147 0.767
N -1.317899 -0.611643 -0.723764 -0.595 -1.413 -1.384
N 1.176747 0.386140 0.278327 1.271 0.796 0.538
S -2.272647 0.028273 0.580833 -0.692 -0.144 0.820
H 0.465461 -1.528360 -1.356439 -1.574 -0.323 1.637
H -0.577627 -2.546884 -0.314384 -0.820 -1.491 0.564
H -0.214180 -0.598662 1.529673 1.289 -0.541 -0.830
H 1.258063 -1.612115 1.195485 0.844 0.037 0.054
H 0.528943 2.077295 -0.973699 -0.368 -1.231 1.894
H -0.084635 2.237513 0.719915 0.367 -1.299 -0.195
H -1.785813 1.388562 -1.200763 1.253 -0.454 -0.236
H 1.622692 0.764419 1.159976 0.302 -0.557 -1.577
H 1.881155 0.300667 -0.572565 -1.590 0.053 2.446